# C5H5ClN2O4

2 unconnected molecules or ions with the total composition C5H5ClN2O4 at a distorted geometry (ωB97M-V/def2-TZVPD, OMol25).

```
17
Properties=species:S:1:pos:R:3:forces:R:3
Cl -1.104395 -2.405671 -2.689133 -0.1 0.1 -0.3
O -3.064345 -1.837695 -0.596731 -0.7 -1.7 -1.2
O 0.583910 -0.714690 0.952952 0.0 -0.2 -0.9
O 1.602956 -1.897673 -0.797196 -1.6 1.3 1.3
O -2.018420 -0.201982 0.137995 0.7 3.3 2.6
N -2.167219 -1.037605 -0.713666 -1.4 -0.4 1.2
N 0.537016 0.751494 -1.792301 0.3 -0.3 -0.2
C -1.264205 -0.992032 -1.695000 0.5 -2.9 -2.2
C -0.289254 -0.067908 -1.754043 0.7 1.9 -0.1
C 0.665098 1.801445 0.950212 -0.1 0.2 -3.3
C 1.099178 0.567149 1.598737 -0.8 0.6 2.3
C 0.987225 -1.217643 -0.086540 1.9 -1.1 -0.7
H 2.153604 0.547446 1.715041 1.0 -0.9 -0.1
H -0.408932 1.671488 0.780933 -0.1 0.9 0.5
H 1.035534 2.663434 1.537166 -0.6 -0.5 -0.2
H 1.055927 1.860455 -0.141445 -0.3 0.2 2.1
H 0.596323 0.509990 2.593020 0.5 -0.5 -0.8
```
Forces are in eV/Å.

Results
Frontier orbital gap   7.2 eV
HOMO energy   -8.3 eV
Spin multiplicity   1
E_LUMO   -1.12 eV